No. 1
DFT (wB97M-V/def2-TZVPD) results for a gas-phase ion, C4H10NO (charge -2) in a non-equilibrium geometry.

As for the gap between HOMO and LUMO (spin up / spin down): 3.050 / 6.589 eV. As for the charge: -2. The spin multiplicity is 2.

```
16
Properties=species:S:1:pos:R:3:forces:R:3:nbo_charge:R:1
C -1.58607 0.50324 -0.72049 -1.1 0.9 -0.1 -1.103
N -0.27309 1.11958 -0.50240 -0.5 -0.4 0.8 -0.644
C 0.02784 -0.52528 1.34389 -0.6 -1.0 -0.6 -0.724
C 0.70048 0.25093 0.22018 0.8 0.5 0.1 -0.081
C 1.57015 -0.60455 -0.73139 0.3 0.3 0.1 -0.021
O 2.77813 -0.96875 -0.22410 -0.2 -0.2 0.1 -1.001
H -1.59094 -0.40907 -1.29782 0.3 -0.4 -0.1 0.169
H -2.25980 1.18620 -1.28067 0.4 -0.1 -0.1 0.123
H -2.16754 0.37080 0.21016 0.2 -0.4 -0.1 0.111
H -0.50415 1.78974 0.23477 0.1 0.4 -0.5 0.312
H 0.61909 -1.12430 2.04494 0.5 0.7 -0.1 0.204
H -0.68153 0.13718 1.83043 -0.1 0.0 0.6 0.174
H -0.58857 -1.31614 0.87911 -0.1 0.3 0.0 0.186
H 1.38882 1.00174 0.64958 0.1 -0.4 0.0 0.159
H 0.90936 -1.46612 -1.01745 0.0 0.0 -0.2 0.060
H 1.65781 0.05479 -1.63875 -0.1 -0.3 0.0 0.077
```
Positions in Å, forces in eV/Å.

No. 2
DFT (wB97M-V/def2-TZVPD) results for a molecular structure, C5H14AuClMnO in a non-equilibrium geometry.

As for the gap between HOMO and LUMO (spin up / spin down): 2.243 / 7.196 eV. As for the charge: -2. The spin multiplicity is 8.

```
23
Properties=species:S:1:pos:R:3:forces:R:3:nbo_charge:R:1
Au 0.44215 -0.39684 -1.22925 0.5 -1.0 -0.3 0.741
Cl 2.39947 1.07621 0.58078 2.9 0.4 0.2 -0.703
C -1.02787 -0.17651 -2.74168 0.0 0.1 -0.2 -1.016
C 2.14559 -0.56458 -2.48539 0.0 -0.2 -0.8 -1.008
H -0.67629 -0.81776 -3.55756 -0.4 0.2 -0.1 0.177
H -1.99854 -0.46006 -2.32451 0.1 -0.1 -0.2 0.183
H -1.05142 0.88738 -3.01900 0.1 -0.3 -0.1 0.190
H 1.75610 -0.91967 -3.46043 0.5 0.2 0.3 0.165
H 2.86685 -1.28973 -2.08087 -0.2 0.1 0.0 0.182
H 2.63937 0.41646 -2.57345 -0.3 -0.3 0.0 0.196
Mn 0.26779 1.20140 0.66075 0.6 1.6 1.2 1.012
C -1.58010 1.58389 0.31500 -2.0 0.8 -0.3 -1.261
C -0.11775 -0.83004 1.12248 -0.3 -1.5 -0.6 -0.638
H -2.05598 1.03121 -0.50313 -0.1 0.3 0.2 0.203
H -1.97771 1.31622 1.30243 -0.4 0.0 -0.3 0.205
H -1.61791 2.65884 0.19126 -0.7 0.5 -0.3 0.185
H 0.69066 -1.57348 1.23072 -0.8 -0.1 0.2 0.184
H -1.14071 -1.13391 0.82498 0.6 -0.7 0.7 0.169
C 0.02562 -0.44585 3.60848 -0.3 0.4 0.0 -0.917
O -0.19648 0.01404 2.27593 0.2 -0.2 0.3 -0.687
H -0.82206 -0.05699 4.18972 0.2 -0.4 0.1 0.145
H 0.94092 0.01858 3.98822 0.0 -0.2 0.0 0.145
H 0.08830 -1.53884 3.68452 0.0 0.3 -0.1 0.147
```
Positions in Å, forces in eV/Å.

No. 3
DFT (wB97M-V/def2-TZVPD) results for 2 unconnected molecules or ions with the total composition CNO6PS in a non-equilibrium geometry.

As for the gap between HOMO and LUMO: 7.636 eV. As for the charge: -2.

```
10
Properties=species:S:1:pos:R:3:forces:R:3:nbo_charge:R:1
C -1.31816 -2.59124 2.22752 0.6 0.4 -0.6 0.602
N -1.40561 -3.42258 3.04399 -0.5 -1.3 1.4 -0.842
O 3.01271 1.05274 -0.87490 0.8 -1.5 0.4 -1.138
O -1.63250 1.47936 -1.32854 2.7 -1.4 1.2 -0.939
O 1.64441 2.81758 -2.04382 -0.2 -0.1 -0.6 -1.166
O 0.60169 0.39791 -1.96609 0.5 1.0 1.4 -0.959
O 0.65411 1.70486 -0.04413 -1.3 -1.1 -0.3 -0.963
O -1.14576 -1.75694 1.37075 -0.2 0.8 -0.7 -0.761
P 1.70776 1.54555 -1.28981 0.2 2.3 -1.4 2.457
S -0.48635 0.68554 -0.74863 -2.6 1.0 -0.9 1.709
```
Positions in Å, forces in eV/Å.

No. 4
DFT (wB97M-V/def2-TZVPD) results for 2 unconnected molecules or ions with the total composition C4H9N2 in a non-equilibrium geometry.

As for the gap between HOMO and LUMO (spin up / spin down): 6.125 / 6.123 eV. As for the charge: +1.

```
15
Properties=species:S:1:pos:R:3:forces:R:3:nbo_charge:R:1
C -2.37273 -0.28736 -0.31186 1.5 -0.3 -2.3 -0.068
C 0.51137 -0.73487 0.71570 2.8 1.4 2.0 0.231
C 2.11853 1.13616 -0.22512 -0.8 0.3 5.0 -0.405
C 1.21269 -1.45934 -0.32914 -2.5 1.3 -1.9 -0.202
N -3.34155 0.51058 -0.08688 -0.8 1.2 4.2 -0.711
N 1.38264 -0.05629 0.03272 -3.4 -1.4 1.5 -0.184
H 0.24859 -0.81822 1.82014 -0.2 0.5 -1.8 0.291
H 1.85959 1.52419 -1.11106 -1.6 1.7 -3.2 0.245
H 1.88960 1.86457 0.68902 1.2 -1.5 -2.2 0.255
H 3.06449 0.74541 -0.43103 2.3 0.1 0.6 0.249
H 1.96370 -2.10206 -0.13311 2.5 -2.1 0.8 0.216
H -1.56370 -0.50633 0.46107 -1.6 0.3 0.5 0.074
H 0.64319 -1.58912 -1.21979 -0.2 -0.4 -0.7 0.229
H -3.95090 0.93006 -0.77527 0.1 -0.7 -0.6 0.412
H -3.66549 0.84262 0.90462 0.9 -0.5 -1.9 0.366
```
Positions in Å, forces in eV/Å.

No. 5
DFT (wB97M-V/def2-TZVPD) results for 2 unconnected molecules or ions with the total composition C2N2OS in a non-equilibrium geometry.

As for the gap between HOMO and LUMO (spin up / spin down): 10.269 / 8.691 eV. The spin multiplicity is 3.

```
6
Properties=species:S:1:pos:R:3:forces:R:3:nbo_charge:R:1
C -0.38677 -1.00811 -0.07849 0.6 -1.4 -0.6 0.343
C 1.55715 0.49327 0.72325 0.3 0.9 -0.8 0.518
N 0.29933 -1.90943 -0.28597 1.5 -2.1 -0.1 -0.274
N -1.17236 -0.07520 -0.03709 -3.4 4.5 0.4 -0.579
O 1.34321 1.08256 -0.22317 0.7 -0.4 1.0 -0.521
S -1.64056 1.41691 -0.09852 0.3 -1.5 0.1 0.512
```
Positions in Å, forces in eV/Å.

No. 6
DFT (wB97M-V/def2-TZVPD) results for a molecular structure, C19H10BF3N3O9Ta in a non-equilibrium geometry.

As for the gap between HOMO and LUMO: 5.518 eV. As for the charge: +2.

```
46
Properties=species:S:1:pos:R:3:forces:R:3:nbo_charge:R:1
Ta 1.78556 0.69045 -0.00656 -3.1 0.5 -0.6 2.435
O 1.26374 3.84591 2.50522 0.1 0.1 -0.1 -0.393
C 1.25000 2.70632 2.23889 -0.2 -0.3 0.2 0.794
O 1.75596 2.24555 0.99179 1.8 0.5 -0.1 -0.778
C 0.65688 1.60073 3.05796 0.1 -0.1 -0.2 -0.249
C 0.12701 1.96477 4.29076 0.0 0.0 0.1 -0.082
C -0.50993 1.01376 5.05868 0.0 0.0 0.0 0.051
C -0.67198 -0.29000 4.64392 0.0 0.0 0.0 -0.111
C -0.15867 -0.65279 3.41216 0.0 -0.2 -0.1 -0.010
C 0.53668 0.26804 2.64571 0.1 0.1 -0.2 0.349
O 1.11240 -0.14034 1.43112 -0.2 -0.5 0.5 -0.654
N -0.43187 -2.02648 2.91793 0.0 0.0 0.1 0.534
O -0.75215 -2.84047 3.73791 0.1 0.0 0.0 -0.273
O -0.34654 -2.19978 1.71510 -0.1 0.0 0.0 -0.383
N -1.07570 1.41945 6.37472 0.0 0.0 0.0 0.526
O -0.94442 2.58168 6.67368 0.0 0.0 0.0 -0.318
O -1.61384 0.54863 7.01254 0.0 0.0 0.0 -0.312
H 0.21249 2.98155 4.65291 0.0 0.0 0.0 0.303
H -1.19458 -1.01229 5.25833 0.0 0.0 0.0 0.315
O 1.35918 -1.10070 -1.88242 0.6 0.6 0.6 -0.682
B 2.65523 -0.86716 -1.37939 1.1 -0.2 0.1 0.503
O 3.57293 -1.76266 -1.78394 -0.1 0.0 -0.2 -0.577
C 2.87661 -2.62101 -2.63069 0.0 0.1 0.0 0.201
C 3.36067 -3.70487 -3.32713 0.0 0.0 0.1 -0.205
C 2.43304 -4.39203 -4.09850 0.0 0.0 0.0 -0.163
C 1.09567 -3.99372 -4.17711 0.0 0.0 0.0 -0.174
C 0.61970 -2.89197 -3.47970 -0.1 0.0 0.1 -0.251
C 1.54862 -2.23905 -2.70378 -0.1 -0.1 -0.1 0.265
H 4.39763 -4.00278 -3.26515 0.0 0.0 0.0 0.259
H 2.75481 -5.26246 -4.65298 0.0 0.0 0.0 0.249
H 0.41286 -4.55947 -4.79533 0.0 0.0 0.0 0.248
H -0.41370 -2.57926 -3.52964 0.0 0.0 0.0 0.243
F -3.79944 3.77220 -2.86128 0.0 0.0 0.0 -0.287
C -3.67003 2.44869 -2.82649 -0.1 0.1 0.0 0.963
F -3.61033 1.98900 -4.07618 0.0 0.0 0.0 -0.289
F -4.72707 1.91970 -2.22020 0.0 0.0 0.0 -0.291
C -2.38237 2.07657 -2.10267 0.0 -0.1 0.0 0.021
C -1.17732 2.58528 -2.57428 0.0 0.0 0.0 -0.181
C -0.01378 2.20153 -1.95526 0.1 0.0 0.0 0.064
N -0.02299 1.34619 -0.90895 0.0 -0.5 0.0 -0.590
C -1.19538 0.86564 -0.43761 -0.2 0.0 -0.1 0.073
C -2.39489 1.21716 -1.01476 0.0 0.0 0.0 -0.194
H -1.14512 3.26509 -3.41544 0.0 0.0 0.0 0.285
H 0.94545 2.58275 -2.28857 0.0 0.0 0.0 0.237
H -1.15894 0.18429 0.40243 0.0 -0.1 -0.1 0.241
H -3.32207 0.81833 -0.62777 0.0 0.0 0.0 0.286
```
Positions in Å, forces in eV/Å.

No. 7
DFT (wB97M-V/def2-TZVPD) results for 2 unconnected molecules or ions with the total composition C4H12NOPS in a non-equilibrium geometry.

As for the gap between HOMO and LUMO: 9.293 eV. The SMILES is CCP(N)S.CC=O.

```
20
Properties=species:S:1:pos:R:3:forces:R:3:nbo_charge:R:1
C -1.48922 -1.55829 1.53032 0.8 -1.7 3.0 -0.647
C -2.17466 -1.30052 0.19830 0.4 1.1 0.6 -0.730
P -1.44675 0.26422 -0.58727 -2.1 0.6 -1.2 0.916
N -2.83047 0.78697 -1.58936 1.9 -0.5 0.1 -1.186
S -1.77582 1.77052 1.00237 -1.8 -0.9 -0.7 -0.363
H -0.35848 -1.78987 1.58254 -1.6 0.4 -1.0 0.221
H -1.55173 -0.73453 2.31041 -0.5 -0.9 -1.2 0.230
H -1.94341 -2.52730 2.01424 0.7 1.8 -0.7 0.210
H -3.24387 -1.13209 0.30805 -0.1 0.1 0.4 0.215
H -2.13452 -2.21689 -0.38297 0.5 0.3 -0.7 0.237
H -3.80398 0.71172 -1.42432 -0.7 -0.3 0.8 0.377
H -2.70055 1.02110 -2.56334 0.6 0.0 0.3 0.388
H -0.57135 2.07483 1.32549 1.8 0.1 0.2 0.130
C 3.32215 2.13926 -0.22419 -1.6 -1.1 -2.8 -0.710
C 2.33686 1.04963 -0.73898 1.8 2.5 -0.7 0.472
O 1.52322 0.46119 -0.12335 -0.7 -1.0 0.8 -0.511
H 4.25609 1.65032 -0.17294 1.4 -0.2 0.0 0.230
H 3.28189 2.88862 -1.02963 0.5 -0.2 0.2 0.216
H 3.05462 2.61162 0.64436 -0.7 0.8 2.4 0.221
H 2.48636 1.01639 -1.84904 -0.4 -0.8 0.2 0.083
```
Positions in Å, forces in eV/Å.

Electronic energy list, top to bottom, in Eh: -288.198701; -2020.760398; -1284.011705; -266.828784; -659.038639; -1952.218073; -1029.102893